{
  "formula": "C27H34N5S3SiTc",
  "method": "wB97M-V/def2-TZVPD",
  "homo_ev": [-9.76, -9.80],
  "lumo_energy_ev": [-3.0, -5.0],
  "total_charge": 1,
  "spin_multiplicity": 4,
  "homo_lumo_gap_ev": [6.714, 4.756],
  "s_squared": 3.794,
  "species": ["Tc", "C", "N", "C", "C", "N", "C", "C", "C", "C", "C", "C", "C", "S", "C", "C", "C", "C", "C", "C", "S", "H", "H", "H", "H", "H", "H", "H", "H", "H", "H", "H", "H", "H", "H", "H", "H", "H", "H", "C", "Si", "C", "C", "C", "C", "C", "C", "N", "C", "S", "H", "H", "H", "H", "H", "H", "H", "H", "H", "H", "H", "H", "N", "C", "C", "C", "N", "H", "H", "H", "H"],
  "coordinates": [[-0.748, 0.617, 0.431], [0.647, 0.126, -2.295], [-0.711, 0.438, -1.767], [-1.073, 1.809, -2.212], [-2.293, 2.280, -1.457], [-1.990, 2.564, -0.021], [-3.307, 2.647, 0.712], [-1.188, 3.767, 0.171], [-0.792, 4.549, -0.905], [0.027, 5.660, -0.737], [0.480, 6.023, 0.521], [0.061, 5.290, 1.607], [-0.804, 4.178, 1.484], [-1.419, 3.526, 2.936], [-1.709, -0.526, -2.268], [-1.749, -0.854, -3.616], [-2.719, -1.727, -4.084], [-3.656, -2.256, -3.208], [-3.622, -1.920, -1.866], [-2.643, -1.054, -1.391], [-2.539, -0.681, 0.326], [0.691, 0.314, -3.368], [0.870, -0.917, -2.090], [1.368, 0.775, -1.800], [-1.248, 1.824, -3.292], [-0.200, 2.426, -2.006], [-3.023, 1.472, -1.452], [-2.778, 3.136, -1.933], [-3.487, 3.670, 1.036], [-3.309, 1.999, 1.580], [-4.098, 2.342, 0.033], [-1.112, 4.326, -1.909], [0.307, 6.239, -1.607], [1.127, 6.879, 0.652], [0.356, 5.569, 2.609], [-1.025, -0.446, -4.307], [-2.739, -1.993, -5.131], [-4.414, -2.937, -3.569], [-4.342, -2.342, -1.178], [3.087, -4.403, -1.551], [3.073, -4.106, 0.289], [2.003, -5.334, 1.192], [4.814, -4.261, 0.956], [2.561, -2.296, 0.576], [3.508, -1.363, 0.889], [3.196, 0.018, 1.009], [1.896, 0.353, 0.851], [0.920, -0.546, 0.562], [1.198, -1.869, 0.352], [0.014, -2.925, -0.187], [3.451, -5.406, -1.781], [3.733, -3.688, -2.064], [2.078, -4.313, -1.953], [2.601, -6.220, 1.412], [1.150, -5.628, 0.584], [1.619, -4.944, 2.135], [5.137, -5.297, 0.833], [4.868, -4.027, 2.022], [5.541, -3.639, 0.430], [4.532, -1.671, 1.056], [3.941, 0.768, 1.225], [1.571, 1.401, 0.924], [-1.716, -0.156, 3.243], [-1.498, -0.151, 4.562], [-0.325, 0.541, 4.782], [0.100, 0.921, 3.513], [-0.750, 0.501, 2.571], [-2.451, -0.627, 2.737], [-2.177, -0.644, 5.235], [0.151, 0.741, 5.724], [0.979, 1.479, 3.243]],
  "mulliken_charge": [0.9435, -1.3737, 0.7188, -0.7408, -1.7210, 0.4827, -1.1984, 0.7016, -0.7538, -0.8877, -0.7710, -0.5535, 0.6045, -0.0734, -0.4387, -0.6052, -0.9219, -0.7162, -0.9324, 1.6035, -0.4849, 0.5509, 0.3617, 0.3704, 0.2165, 0.9427, 1.0286, 0.3722, 0.4292, 0.3049, 0.4095, 0.3884, 0.4350, 0.4248, 0.4925, 0.3567, 0.4373, 0.4142, 0.4754, -0.9951, 0.1293, -1.0373, -1.1583, 0.2587, 0.0355, -1.1867, -0.6776, 0.2956, -0.6291, -0.2848, 0.3658, 0.3164, 0.2945, 0.3658, 0.3023, 0.3469, 0.3354, 0.3409, 0.3147, 0.3667, 0.4882, 0.8587, -0.0260, -0.2159, -0.9914, -0.6807, 0.7141, -0.0396, 0.4876, 0.4548, 0.5577]
}

=====

{
  "formula": "C27H34N6Se2V",
  "method": "wB97M-V/def2-TZVPD",
  "homo_ev": [-6.72, -6.74],
  "lumo_energy_ev": [-0.2, -0.2],
  "total_charge": 0,
  "spin_multiplicity": 2,
  "homo_lumo_gap_ev": [6.519, 6.516],
  "s_squared": 0.823,
  "species": ["V", "Se", "Se", "C", "C", "C", "C", "C", "N", "C", "C", "C", "C", "C", "N", "H", "H", "H", "H", "H", "H", "H", "H", "C", "C", "N", "C", "C", "N", "C", "C", "H", "H", "H", "H", "H", "H", "H", "H", "H", "H", "H", "H", "N", "C", "C", "C", "C", "C", "C", "C", "H", "H", "H", "H", "H", "C", "C", "C", "C", "N", "H", "H", "H", "H", "H", "H", "H", "H", "H"],
  "coordinates": [[-1.189, 1.623, 1.148], [-2.136, -0.891, 1.761], [-3.669, 2.482, 0.900], [-3.139, 1.888, -0.798], [-3.915, 1.892, -1.966], [-3.373, 1.397, -3.129], [-2.071, 0.887, -3.134], [-1.364, 0.905, -1.954], [-1.883, 1.405, -0.827], [-1.453, -0.145, 3.338], [-1.465, -0.732, 4.612], [-0.918, -0.047, 5.672], [-0.366, 1.222, 5.474], [-0.401, 1.750, 4.206], [-0.930, 1.085, 3.171], [-4.922, 2.281, -1.928], [-3.958, 1.395, -4.040], [-1.626, 0.482, -4.031], [-0.365, 0.493, -1.874], [-1.907, -1.710, 4.733], [-0.921, -0.488, 6.661], [0.068, 1.784, 6.289], [-0.006, 2.732, 3.978], [0.347, -2.746, -3.072], [0.218, -4.219, -3.541], [-0.648, -4.958, -2.622], [-0.004, -5.020, -1.309], [0.391, -3.594, -0.847], [-0.217, -2.590, -1.729], [-1.662, -2.859, -1.786], [-1.906, -4.221, -2.488], [-0.186, -2.066, -3.742], [1.395, -2.433, -3.049], [1.191, -4.716, -3.563], [-0.207, -4.281, -4.545], [0.870, -5.670, -1.382], [-0.705, -5.485, -0.612], [1.473, -3.469, -0.890], [0.065, -3.389, 0.176], [-2.161, -2.041, -2.310], [-2.035, -2.875, -0.761], [-2.317, -4.086, -3.491], [-2.613, -4.833, -1.925], [0.636, 0.609, 0.716], [1.647, 0.100, 0.549], [2.914, -0.543, 0.374], [3.431, -1.323, 1.406], [4.636, -1.977, 1.218], [5.316, -1.852, 0.013], [4.799, -1.065, -1.008], [3.596, -0.404, -0.832], [2.880, -1.422, 2.331], [5.044, -2.590, 2.011], [6.255, -2.369, -0.130], [5.333, -0.969, -1.944], [3.176, 0.208, -1.619], [-0.651, 5.361, 2.009], [-0.061, 4.458, 0.924], [1.466, 4.427, 1.015], [-0.510, 4.935, -0.460], [-0.560, 3.123, 1.112], [-0.319, 6.392, 1.870], [-0.336, 5.028, 2.999], [-1.740, 5.330, 1.965], [1.876, 5.428, 0.869], [1.877, 3.767, 0.249], [1.784, 4.060, 1.993], [-0.169, 5.957, -0.642], [-1.598, 4.906, -0.524], [-0.101, 4.285, -1.235]],
  "mulliken_charge": [-0.4174, -0.2196, -0.2148, 0.2931, -0.7431, -0.1868, -0.8039, -0.3503, 0.4703, 0.3137, -0.8534, -0.0481, -0.8728, -0.0447, 0.1899, 0.4500, 0.3903, 0.4601, 0.3613, 0.4174, 0.3867, 0.4256, 0.2150, -0.5501, -0.6772, -0.1716, -0.7183, -0.4749, 0.0555, -0.2554, -0.8688, 0.1897, 0.4701, 0.2476, 0.3729, 0.3700, 0.2493, 0.3115, 0.3508, 0.2147, 0.2294, 0.2975, 0.3574, 0.2698, -0.1202, 0.3495, -0.3532, -0.6285, -0.3548, -0.7194, -0.2725, 0.5294, 0.4133, 0.4095, 0.4045, 0.5170, -1.5022, 1.3227, -1.5260, -1.5310, -0.0500, 0.4375, 0.3019, 0.3512, 0.4340, 0.3126, 0.2990, 0.4690, 0.3259, 0.2923]
}

=====

{
  "formula": "C27H34N8O7S2Yb",
  "method": "wB97M-V/def2-TZVPD",
  "homo_ev": [-10.59, -10.59],
  "lumo_energy_ev": [-2.3, -2.3],
  "total_charge": 1,
  "spin_multiplicity": 2,
  "homo_lumo_gap_ev": [8.252, 8.249],
  "s_squared": 0.751,
  "species": ["Yb", "C", "C", "N", "C", "C", "S", "C", "C", "N", "H", "H", "H", "H", "H", "H", "H", "H", "H", "H", "H", "H", "H", "H", "O", "C", "O", "C", "C", "N", "N", "C", "C", "O", "O", "H", "H", "H", "N", "C", "C", "C", "N", "H", "H", "H", "H", "O", "C", "C", "C", "C", "C", "C", "C", "O", "O", "H", "H", "H", "H", "H", "C", "C", "C", "C", "N", "C", "S", "N", "C", "H", "H", "H", "H", "H", "H", "H", "H"],
  "coordinates": [[-0.163, 0.493, -0.512], [-2.833, -2.016, -1.608], [-1.512, -2.314, -2.330], [-0.353, -1.993, -1.484], [0.016, -3.056, -0.538], [-0.858, -3.145, 0.708], [-1.116, -1.520, 1.537], [-2.951, -1.443, 1.517], [-3.577, -0.710, 0.321], [-2.744, -0.741, -0.886], [-3.045, -2.809, -0.894], [-3.650, -2.024, -2.341], [-1.446, -1.685, -3.222], [-1.503, -3.366, -2.648], [0.451, -1.929, -2.117], [1.037, -2.847, -0.212], [0.008, -4.039, -1.032], [-0.343, -3.760, 1.442], [-1.833, -3.582, 0.506], [-3.220, -0.924, 2.435], [-3.302, -2.469, 1.604], [-3.702, 0.336, 0.595], [-4.575, -1.142, 0.143], [-3.073, 0.005, -1.499], [2.065, 1.282, -6.781], [1.986, 1.613, -5.488], [2.902, 2.110, -4.901], [0.678, 1.375, -4.813], [-0.590, 1.827, -5.140], [-1.402, 1.496, -4.120], [-0.744, 0.850, -3.143], [0.519, 0.775, -3.548], [1.512, 0.108, -2.612], [1.918, -1.014, -2.880], [1.710, 0.776, -1.562], [1.288, 0.829, -7.133], [-0.932, 2.368, -6.000], [-2.390, 1.685, -4.040], [1.172, 3.410, -1.746], [1.107, 4.714, -2.046], [-0.195, 5.112, -1.826], [-0.849, 3.958, -1.392], [-0.011, 2.926, -1.350], [1.966, 2.781, -1.817], [1.959, 5.261, -2.398], [-0.618, 6.085, -1.955], [-1.878, 3.843, -1.102], [-3.540, 3.411, 1.451], [-2.665, 3.566, 2.460], [-3.014, 4.397, 3.523], [-2.147, 4.586, 4.578], [-0.913, 3.944, 4.598], [-0.554, 3.119, 3.557], [-1.418, 2.915, 2.476], [-1.020, 2.021, 1.381], [0.131, 1.520, 1.334], [-1.850, 1.719, 0.449], [-3.122, 2.787, 0.816], [-3.978, 4.878, 3.488], [-2.432, 5.234, 5.393], [-0.240, 4.098, 5.426], [0.397, 2.612, 3.551], [6.028, -3.427, 2.468], [4.555, -3.230, 2.446], [3.648, -4.083, 3.023], [2.271, -3.796, 2.884], [1.839, -2.770, 2.190], [2.712, -1.930, 1.626], [2.290, -0.635, 0.667], [4.067, -2.155, 1.799], [1.243, -4.681, 3.499], [6.292, -4.284, 3.079], [6.532, -2.544, 2.858], [6.392, -3.594, 1.455], [3.973, -4.954, 3.564], [4.679, -1.487, 1.345], [1.596, -5.092, 4.441], [1.034, -5.513, 2.826], [0.326, -4.123, 3.657]],
  "mulliken_charge": [0.5838, -0.9537, -0.7842, 0.1664, -1.1621, -0.5546, -0.0670, -0.8838, -0.6143, 0.2308, 0.3225, 0.4270, 0.2614, 0.5039, 0.1829, 0.2210, 0.4978, 0.1513, 0.7472, 0.5622, 0.5094, 0.0557, 0.4930, 0.2209, -0.4744, 0.6691, -0.5087, -0.3684, -0.4886, -0.5295, 0.5492, 1.0459, 0.0217, -0.7427, -0.7091, 0.3656, 0.5149, 0.1702, -0.1453, -0.2005, -1.2401, -0.4383, 0.4842, 0.1732, 0.5081, 0.4555, 0.5440, -0.7428, 0.3817, -0.8686, -0.3595, -0.8227, -0.5637, 0.3083, 1.5339, -0.6952, -0.6477, 0.4040, 0.4917, 0.4085, 0.4364, 0.5123, -1.4160, 0.8291, -1.0112, 1.0943, 0.0236, -0.1175, -0.3548, 0.0105, -1.5476, 0.3528, 0.3784, 0.3485, 0.4171, 0.3133, 0.4972, 0.2942, 0.3377]
}

=====

How do the records compare in max |F|? In the order shown, they have 0.5; 0.3; 2.2 eV Å⁻¹.
How do the records compare in energy relative to the best compared isomer or geometry (same formula, charge and spin)? In the order shown, they have 264.6; 15.0; 151.2 kJ/mol.